Molecular formula: C4H7N3
Method: DFT, wB97M-V/def2-TZVPD

Energy, eV: -8726.8851
Energy relative to the best compared isomer or geometry (same formula, charge and spin), kcal per mole: 110.56
HOMO-LUMO gap, eV: 8.7
LUMO energy, eV: 0.76

Each line ends with the Löwdin charge.
Atoms and positions in Å:
C1 -1.12 -1.98 0.29  -0.11
N1 -0.53 -1.07 -0.66  -0.04
C2 0.06 0.08 -0.18  -0.48
N2 0.21 1.17 -1.11  0.06
N3 1.13 1.90 -0.52  -0.05
C3 1.49 1.40 0.73  -0.17
C4 0.84 0.22 1.03  -0.03
H1 -0.45 -2.05 1.15  0.07
H2 -2.11 -1.65 0.65  0.08
H3 -1.23 -2.97 -0.16  0.08
H4 -1.04 -0.94 -1.53  0.13
H5 1.27 2.84 -0.86  0.15
H6 2.22 1.96 1.29  0.09
H7 -0.73 1.07 -0.13  0.23

=====

Molecular formula: C4H7N3
Method: DFT, wB97M-V/def2-TZVPD

Energy, eV: -8729.0708
Energy relative to the best compared isomer or geometry (same formula, charge and spin), kcal per mole: 60.15
SMILES: [H]/N=N/C(C)(C)C#N
HOMO-LUMO gap, eV: 10.0
LUMO energy, eV: 0.60

Each line ends with the Löwdin charge.
Atoms and positions in Å:
C1 -2.10 0.34 0.14  -0.20
C2 -0.09 0.78 -1.08  -0.06
C3 0.01 0.12 1.33  -0.08
C4 -0.70 -0.08 0.03  -0.60
N1 -3.17 0.75 0.04  0.18
N2 -0.18 -2.41 -0.35  0.08
N3 -0.83 -1.43 -0.67  -0.03
H1 -0.60 0.44 -2.02  0.10
H2 -0.10 1.87 -0.63  0.13
H3 0.98 0.50 -1.20  0.09
H4 1.10 -0.35 1.42  0.13
H5 -0.65 -0.37 2.11  0.09
H6 0.00 1.13 1.75  0.08
H7 -0.43 -3.28 -0.93  0.10

=====

Molecular formula: C4H7N3
Method: DFT, wB97M-V/def2-TZVPD

Energy, eV: -8729.8553
Energy relative to the best compared isomer or geometry (same formula, charge and spin), kcal per mole: 42.06
SMILES: C/C=C1/CNN=N1
HOMO-LUMO gap, eV: 9.3
LUMO energy, eV: 0.78

Each line ends with the Löwdin charge.
Atoms and positions in Å:
C1 -2.16 0.88 0.33  -0.10
C2 -1.08 0.22 -0.47  -0.11
C3 0.16 -0.01 -0.04  -0.29
C4 1.28 -0.76 -0.71  -0.14
N1 2.36 -0.43 0.20  -0.05
N2 1.85 0.10 1.35  -0.02
N3 0.64 0.40 1.25  0.04
H1 -2.94 0.14 0.57  0.08
H2 -1.77 1.28 1.27  0.07
H3 -2.65 1.68 -0.23  0.07
H4 1.06 -1.84 -0.73  0.12
H5 -1.35 -0.14 -1.46  0.11
H6 1.49 -0.43 -1.73  0.11
H7 3.10 -1.09 0.39  0.12

=====

Molecular formula: C4H7N3
Method: DFT, wB97M-V/def2-TZVPD

Energy, eV: -8724.3594
Energy relative to the best compared isomer or geometry (same formula, charge and spin), kcal per mole: 62.45
HOMO-LUMO gap (spin up / spin down), eV: 7.8 / 8.2
Spin multiplicity: 3
LUMO energy (spin up / spin down), eV: 0.85 / -1.83
⟨S²⟩: 2.0261

Each line ends with the Mulliken spin population.
Atoms and positions in Å:
C1 2.01 0.30 -0.10  -0.05
C2 -0.55 -1.89 0.68  -0.14
C3 -0.38 -1.12 -0.46  0.99
C4 0.89 0.96 -0.64  0.58
N1 2.87 -0.20 0.46  0.23
N2 -1.24 1.57 0.19  0.02
N3 0.14 1.57 0.29  0.25
H1 -0.90 -2.85 0.54  0.04
H2 -0.45 -1.34 1.59  0.01
H3 -0.54 -1.62 -1.41  0.06
H4 0.69 1.01 -1.74  0.00
H5 -1.54 1.74 -0.76  0.00
H6 -1.45 0.58 0.21  0.01
H7 0.45 1.30 1.16  -0.01

=====

Molecular formula: C4H7N3O
Method: DFT, wB97M-V/def2-TZVPD

Energy, eV: -10771.6331
Energy relative to the best compared isomer or geometry (same formula, charge and spin), kcal per mole: 187.12
HOMO-LUMO gap, eV: 7.8
LUMO energy, eV: -0.15

Each line ends with the Löwdin charge.
Atoms and positions in Å:
C1 0.68 1.19 -2.60  -0.16
C2 -0.29 0.05 0.45  -0.32
C3 -0.99 0.35 1.67  0.00
C4 0.51 -1.23 0.63  -0.04
H1 0.92 0.55 -3.66  0.09
H2 -0.32 1.94 -2.51  0.11
H3 1.88 1.52 -2.11  0.13
H4 -1.45 1.20 2.14  0.11
H5 -1.81 -1.12 2.89  0.17
H6 0.50 -2.02 -0.15  0.12
H7 1.51 -1.15 0.88  0.09
N1 0.25 0.22 -1.45  -0.10
N2 -0.14 1.05 -0.48  0.05
N3 -0.85 -0.75 2.55  -0.07
O1 -0.42 -1.80 1.74  -0.18

=====

Molecular formula: C4H7N3O
Method: DFT, wB97M-V/def2-TZVPD

Energy, eV: -10771.9341
Energy relative to the best compared isomer or geometry (same formula, charge and spin), kcal per mole: 180.18
HOMO-LUMO gap, eV: 8.2
LUMO energy, eV: -0.47

Each line ends with the Löwdin charge.
Atoms and positions in Å:
C1 0.38 -1.78 -1.19  -0.07
C2 -0.75 -0.62 -0.76  -0.36
C3 -0.72 1.17 1.11  -0.15
C4 -2.11 1.41 1.24  0.01
H1 3.79 -0.15 -0.87  0.25
H2 2.07 -0.65 0.38  0.08
H3 -0.29 -2.55 -1.77  0.14
H4 0.85 0.42 -0.23  0.08
H5 -0.02 1.93 1.80  0.16
H6 -2.97 0.89 0.89  0.03
H7 -2.16 2.16 2.04  0.03
N1 2.47 -0.36 -0.60  -0.12
N2 1.67 -1.52 -1.35  -0.05
N3 -0.22 0.42 -0.02  -0.01
O1 -2.03 -0.76 -0.65  -0.03

=====

Molecular formula: C4H7N3O
Method: DFT, wB97M-V/def2-TZVPD

Energy, eV: -10778.1618
Energy relative to the best compared isomer or geometry (same formula, charge and spin), kcal per mole: 36.56
SMILES: [H]/N=C/NC(=C)NC=O
HOMO-LUMO gap, eV: 9.8
LUMO energy, eV: 0.78

Each line ends with the Löwdin charge.
Atoms and positions in Å:
C1 0.27 1.44 -0.11  0.03
C2 0.26 0.12 -0.03  -0.39
C3 -2.10 -0.24 0.03  -0.29
C4 2.71 -0.21 0.08  -0.30
H1 1.23 1.97 -0.30  0.06
H2 -0.62 2.06 0.27  0.08
H3 -0.72 -1.72 0.06  0.14
H4 -2.25 0.88 0.13  0.12
H5 -3.95 -0.36 -0.17  0.04
H6 1.23 -1.56 -0.16  0.10
H7 2.77 0.92 0.28  0.15
N1 -0.83 -0.74 0.24  0.07
N2 -3.13 -0.98 -0.14  0.07
N3 1.44 -0.63 -0.16  0.10
O1 3.68 -0.95 -0.05  0.03

=====

Molecular formula: C4H7N3O
Method: DFT, wB97M-V/def2-TZVPD

Energy, eV: -10775.4825
Energy relative to the best compared isomer or geometry (same formula, charge and spin), kcal per mole: 98.35
HOMO-LUMO gap (spin up / spin down), eV: 8.5 / 8.5
LUMO energy (spin up / spin down), eV: 0.21 / 0.21

Each line ends with the Löwdin charge.
Atoms and positions in Å:
C1 2.28 0.64 0.27  -0.55
C2 -0.46 -0.07 -0.21  -0.18
C3 -2.39 1.40 0.33  -0.07
C4 0.85 -2.05 -0.15  -0.03
N1 2.95 0.49 1.20  0.07
N2 -1.13 0.92 -0.15  0.09
N3 1.57 0.60 -0.82  0.03
O1 -0.38 -1.33 -0.11  0.03
H1 -3.14 0.61 0.36  0.09
H2 -2.71 2.20 -0.34  0.08
H3 -2.24 1.81 1.33  0.09
H4 1.46 -1.81 0.73  0.09
H5 1.41 -1.79 -1.05  0.09
H6 0.58 -3.10 -0.15  0.10
H7 1.34 1.49 -1.23  0.06

=====

Molecular formula: C4H7N3O
Method: DFT, wB97M-V/def2-TZVPD

Energy, eV: -10774.1131
Energy relative to the best compared isomer or geometry (same formula, charge and spin), kcal per mole: 129.93
SMILES: [H]/N=C(/C)N(O)C=C=N
HOMO-LUMO gap (spin up / spin down), eV: 7.6 / 7.6
LUMO energy (spin up / spin down), eV: -0.11 / -0.11

Each line ends with the Löwdin charge.
Atoms and positions in Å:
C1 0.74 0.75 1.59  -0.04
C2 0.56 -1.38 -0.60  -0.20
C3 0.24 0.72 0.17  -0.44
C4 -0.78 -1.29 -0.49  -0.09
O1 -2.18 0.56 -0.64  0.00
N1 -1.09 -0.05 -0.01  -0.15
N2 1.63 -1.82 -0.95  0.15
N3 0.58 1.66 -0.64  0.15
H1 -2.46 1.24 0.01  0.12
H2 1.61 -2.21 -1.90  0.08
H3 0.10 1.54 -1.54  0.06
H4 -1.56 -1.96 -0.83  0.12
H5 1.74 0.32 1.62  0.08
H6 0.77 1.77 1.96  0.08
H7 0.10 0.16 2.25  0.08

=====

Molecular formula: C4H7N3O
Method: DFT, wB97M-V/def2-TZVPD

Energy, eV: -10775.8883
Energy relative to the best compared isomer or geometry (same formula, charge and spin), kcal per mole: 88.99
SMILES: N/N=C1/OC[C@H]2CN12
HOMO-LUMO gap, eV: 8.7
LUMO energy, eV: 0.85

Each line ends with the Löwdin charge.
Atoms and positions in Å:
C1 -0.76 -0.54 0.38  -0.43
C2 -0.74 1.76 0.15  -0.10
C3 0.47 1.19 -0.53  -0.23
C4 1.52 0.63 0.26  -0.06
H1 0.19 -2.49 -0.70  0.04
H2 -1.04 -3.57 -0.34  0.11
H3 -1.42 2.25 -0.60  0.14
H4 -0.36 2.49 0.88  0.13
H5 0.78 1.63 -1.50  0.15
H6 1.59 0.47 1.33  0.13
H7 2.44 0.45 -0.27  0.10
N1 -0.47 -2.74 0.01  -0.04
N2 -1.26 -1.73 0.44  0.00
N3 0.48 -0.40 -0.33  0.07
O1 -1.41 0.60 0.82  -0.01

=====

Molecular formula: C4H7N3O
Method: DFT, wB97M-V/def2-TZVPD

Energy, eV: -10775.3626
Energy relative to the best compared isomer or geometry (same formula, charge and spin), kcal per mole: 101.11
HOMO-LUMO gap (spin up / spin down), eV: 8.8 / 8.8
LUMO energy (spin up / spin down), eV: 0.54 / 0.54

Each line ends with the Löwdin charge.
Atoms and positions in Å:
C1 -0.18 1.67 1.57  -0.01
C2 0.62 -1.41 -0.06  -0.04
C3 -0.34 -0.14 -0.25  -0.59
C4 0.33 1.15 0.27  -0.38
N1 0.32 -0.53 -1.62  0.12
N2 0.88 -2.58 0.11  0.17
N3 -1.64 -0.23 -0.04  0.06
O1 1.21 1.67 -0.37  0.08
H1 -0.35 -0.80 -2.32  0.11
H2 0.99 0.19 -1.91  0.10
H3 1.16 -3.21 -0.63  0.09
H4 -2.04 -1.07 -0.43  0.02
H5 -1.26 1.79 1.51  0.08
H6 -0.01 0.92 2.35  0.10
H7 0.32 2.60 1.83  0.08

=====

Molecular formula: C4H7N3O
Method: DFT, wB97M-V/def2-TZVPD

Energy, eV: -10775.9841
Energy relative to the best compared isomer or geometry (same formula, charge and spin), kcal per mole: 86.78
SMILES: [H]/N=c1\ccn(O)n1C
HOMO-LUMO gap, eV: 9.0
LUMO energy, eV: 0.57

Each line ends with the Löwdin charge.
Atoms and positions in Å:
C1 0.07 1.77 0.11  -0.05
C2 0.65 -1.59 0.02  -0.05
C3 -0.70 -1.66 -0.05  0.04
C4 -1.13 -0.25 -0.19  -0.43
H1 0.90 2.37 -0.27  0.09
H2 -0.86 2.27 -0.12  0.07
H3 0.13 1.71 1.20  0.09
H4 2.77 0.48 0.20  0.12
H5 1.39 -2.32 0.17  0.11
H6 -1.37 -2.47 0.03  0.09
H7 -2.93 -0.57 -0.09  0.03
N1 0.03 0.44 -0.42  -0.09
N2 1.07 -0.30 0.18  -0.15
N3 -2.33 0.21 -0.29  0.13
O1 2.32 -0.09 -0.48  0.00

=====

Molecular formula: C4H7N3O
Method: DFT, wB97M-V/def2-TZVPD

Energy, eV: -10776.9103
Energy relative to the best compared isomer or geometry (same formula, charge and spin), kcal per mole: 65.42
SMILES: C=NN[C@H](C#N)CO
HOMO-LUMO gap, eV: 10.4
LUMO energy, eV: 0.84

Each line ends with the Löwdin charge.
Atoms and positions in Å:
C1 -1.13 1.24 0.45  -0.25
C2 -0.82 -0.23 0.65  -0.28
C3 2.67 -0.56 -0.28  -0.06
C4 -1.86 -1.09 0.11  -0.17
H1 -0.38 1.42 -1.32  0.08
H2 -2.13 1.54 0.88  0.14
H3 -0.33 1.80 0.97  0.12
H4 -0.57 -0.46 1.64  0.13
H5 0.24 -1.35 -0.78  0.14
H6 2.62 -1.35 -1.06  0.07
H7 3.62 -0.16 0.08  0.06
N1 0.36 -0.48 -0.23  -0.07
N2 1.59 -0.12 0.21  -0.06
N3 -2.67 -1.74 -0.43  0.18
O1 -1.23 1.54 -0.89  -0.04

=====

Molecular formula: C4H7N3O
Method: DFT, wB97M-V/def2-TZVPD

Energy, eV: -10775.3954
Energy relative to the best compared isomer or geometry (same formula, charge and spin), kcal per mole: 100.36
SMILES: [H]/N=C(/N)[NH2+]C([O-])=C=C
HOMO-LUMO gap, eV: 8.2
LUMO energy, eV: 0.13

Each line ends with the Löwdin charge.
Atoms and positions in Å:
C1 0.35 0.09 1.54  -0.37
C2 0.20 0.39 -0.89  -0.57
C3 -0.28 -0.85 0.73  -0.13
N1 0.41 1.33 0.36  0.16
N2 1.46 0.01 -1.37  0.09
C4 -1.36 -1.61 0.82  0.02
N3 -0.77 0.63 -1.70  0.10
O1 0.97 0.18 2.56  0.10
H1 1.34 1.75 0.32  0.14
H2 -0.29 2.05 0.47  0.14
H3 1.86 -0.79 -0.91  0.09
H4 1.42 -0.17 -2.37  0.09
H5 -1.66 0.87 -1.29  0.04
H6 -1.58 -2.38 0.08  0.06
H7 -2.07 -1.51 1.64  0.06

=====

Molecular formula: C4H7N3O
Method: DFT, wB97M-V/def2-TZVPD

Energy, eV: -10772.5175
Energy relative to the best compared isomer or geometry (same formula, charge and spin), kcal per mole: 166.72
SMILES: C1=NOC[C@@H]2CN2N1
HOMO-LUMO gap, eV: 9.3
LUMO energy, eV: 0.93

Each line ends with the Löwdin charge.
Atoms and positions in Å:
C1 0.42 -1.68 -0.02  -0.19
C2 1.48 1.28 0.09  -0.21
C3 -1.92 -0.06 -0.07  -0.08
C4 -0.62 -0.61 0.31  -0.29
H1 0.76 -2.08 0.99  0.13
H2 0.49 -2.42 -0.89  0.16
H3 2.00 2.20 0.15  0.10
H4 -0.21 2.52 -0.63  0.19
H5 -2.57 0.29 0.86  0.14
H6 -2.34 -0.39 -1.09  0.13
H7 -0.53 -0.31 1.36  0.13
N1 2.08 0.16 0.07  0.07
N2 0.12 1.61 -0.07  0.00
N3 -0.68 0.53 -0.56  -0.10
O1 1.52 -1.02 -0.48  -0.19

=====

Molecular formula: C4H7N3O2
Method: DFT, wB97M-V/def2-TZVPD

Energy, eV: -12823.0175
Energy relative to the best compared isomer or geometry (same formula, charge and spin), kcal per mole: 104.06
HOMO-LUMO gap, eV: 7.1
LUMO energy, eV: 0.59

Each line ends with the Löwdin charge.
Atoms and positions in Å:
C1 -0.61 -1.59 -0.51  -0.17
C2 -3.51 0.28 -0.19  -0.45
C3 -0.18 -0.18 -1.07  -0.11
C4 -0.97 -0.26 1.15  -0.26
N1 -0.79 -1.51 0.76  -0.02
N2 -0.26 0.63 0.13  -0.13
N3 1.12 0.77 0.59  0.10
O1 -3.89 -0.81 -0.07  0.21
O2 -3.00 1.27 -0.45  0.18
H1 -0.53 -2.49 -1.01  0.06
H2 0.85 -0.30 -1.31  0.10
H3 -0.70 0.18 -1.92  0.11
H4 -0.74 -0.16 2.22  0.08
H5 1.16 1.13 1.52  0.08
H6 -0.74 1.47 0.07  0.13
H7 1.36 -0.19 0.57  0.07